No. 1
24
Properties=species:S:1:pos:R:3 method="wB97M-V/def2-TZVPD" largest_force_ha_per_bohr=0.08318 lumo_energy_ev=0.851 relative_energy_kj_mol=261.24 total_energy_ha=-426.47328 smiles=Cc1ccccc1.CCO gap_ev=9.7688
O -0.55 -2.19 -2.72
C 1.18 1.14 0.32
C 0.99 2.41 1.06
C 0.31 2.31 2.27
C -2.12 -1.34 -1.13
C 1.05 -0.10 0.86
C 1.56 1.11 -1.16
C -1.33 -2.52 -1.59
C 0.03 1.04 2.85
C 0.59 -0.11 2.19
H -2.81 -1.10 -2.00
H -2.64 -1.62 -0.23
H 2.52 1.55 -1.45
H 1.31 0.13 -1.71
H -0.44 -2.62 -0.85
H -1.99 -3.50 -1.76
H 0.05 3.14 2.77
H 0.55 -1.17 2.51
H -0.58 1.00 3.77
H -1.46 -0.54 -0.94
H 1.56 -0.99 0.38
H -0.09 -1.25 -2.44
H 0.88 1.82 -1.66
H 1.41 3.41 0.67

=====

No. 2
13
Properties=species:S:1:pos:R:3 method="wB97M-V/def2-TZVPD" largest_force_ha_per_bohr=0.11975 lumo_energy_ev=-1.297 relative_energy_kj_mol=345.67 total_energy_ha=-1118.81573 gap_ev=7.4776
S -2.25 -0.50 -0.16
S 3.04 0.15 -0.12
O 1.65 -1.87 -0.39
O -0.15 1.77 -0.80
N -0.57 -1.05 0.11
C 1.58 -0.59 0.00
C -0.10 1.21 0.51
C 0.31 -0.12 0.34
H -2.66 -1.72 -0.43
H -1.16 1.83 -1.16
H 0.72 1.75 1.28
H -1.14 1.28 1.08
H 0.71 -2.15 -0.26

=====

No. 3
12
Properties=species:S:1:pos:R:3 method="wB97M-V/def2-TZVPD" largest_force_ha_per_bohr=0.05056 lumo_energy_ev=-0.515 relative_energy_kj_mol=133.13 total_energy_ha=-778.69355 gap_ev=9.0377
S 3.12 -0.29 -0.18
O -3.47 -0.42 -0.23
O -1.96 1.19 -0.01
O 0.56 0.60 0.16
C -1.22 -1.04 0.14
C -2.32 -0.08 -0.02
C 0.05 -0.70 0.24
C 1.91 0.77 0.10
H -2.77 1.68 -0.16
H 2.10 1.85 0.23
H -1.56 -2.09 0.14
H 0.83 -1.49 0.50

=====

No. 4
13
Properties=species:S:1:pos:R:3 method="wB97M-V/def2-TZVPD" largest_force_ha_per_bohr=0.05942 lumo_energy_ev=0.623 relative_energy_kj_mol=396.66 total_energy_ha=-228.49757 smiles="C=CN.C=N" gap_ev=9.1127
N -5.02 4.70 2.27
N 3.74 -2.46 -1.91
C 2.22 -3.98 -0.87
C 2.88 -2.83 -0.84
C -4.05 4.71 1.47
H 4.39 -1.70 -1.75
H -5.67 3.92 2.26
H 2.88 -2.15 0.00
H 4.24 -3.27 -2.25
H -4.19 4.35 0.43
H 2.36 -4.84 -1.51
H 1.64 -4.09 0.05
H -3.00 4.61 1.79

=====

No. 5
56
Properties=species:S:1:pos:R:3 method="wB97M-V/def2-TZVPD" largest_force_ha_per_bohr=0.03648 lumo_energy_ev="-7.042 / -7.053" relative_energy_kj_mol=19.29 total_energy_ha=-1463.83252 gap_ev="6.8305 / 6.8211" charge=+2
Pd -0.28 1.36 -0.34
O 1.21 0.03 -0.46
O 1.14 -0.76 0.55
N -1.78 2.56 -0.06
N -1.83 0.02 -0.66
N 0.18 -2.40 0.04
N 0.76 3.17 -0.06
C 3.07 -4.69 -0.44
C -3.89 4.22 0.26
C 2.07 3.41 -0.11
C -4.12 -1.53 -0.64
C -3.04 0.59 -0.42
C 2.25 -4.82 1.81
C 0.35 5.44 0.55
C -1.53 3.85 0.20
C 1.72 5.69 0.53
C -4.19 -0.16 -0.40
C -4.11 2.87 -0.01
C 3.12 -5.25 0.82
C -1.75 -1.29 -0.90
C -3.02 2.05 -0.16
C 1.22 -3.34 0.23
C 1.30 -3.86 1.54
C -2.60 4.72 0.37
C 2.57 4.67 0.19
C 0.36 -3.40 2.62
C -2.88 -2.10 -0.90
C 3.00 2.30 -0.50
C -0.10 4.18 0.25
C 2.28 -3.08 -2.14
C 2.14 -3.72 -0.78
C -0.39 -1.89 -1.17
H -0.48 -2.68 -1.91
H 3.99 2.70 -0.71
H -5.12 2.50 -0.10
H 2.10 6.68 0.77
H 2.64 1.78 -1.39
H 3.78 -5.01 -1.20
H -4.73 4.89 0.38
H 0.41 -2.32 2.78
H -2.44 5.77 0.58
H 0.63 -3.86 3.57
H 3.09 1.57 0.30
H 1.36 -2.80 -2.63
H 2.32 -5.24 2.81
H 2.80 -3.76 -2.80
H 2.90 -2.18 -2.06
H 0.30 -1.11 -1.56
H 3.64 4.84 0.14
H -0.32 -2.18 0.89
H -2.79 -3.15 -1.11
H -0.68 -3.67 2.41
H 3.86 -6.01 1.04
H -0.35 6.23 0.80
H -5.15 0.30 -0.20
H -5.01 -2.13 -0.63

=====

No. 6
10
Properties=species:S:1:pos:R:3 method="wB97M-V/def2-TZVPD" largest_force_ha_per_bohr=0.04216 lumo_energy_ev="-0.544 / -1.460" relative_energy_kj_mol=378.47 total_energy_ha=-984.37073 gap_ev="8.3740 / 6.8680"
S 0.58 -0.99 1.08
S 2.18 0.45 -1.27
N 0.67 0.67 -1.67
N -0.63 -1.92 0.68
C -0.33 0.71 -0.89
C -0.14 0.65 0.63
H -1.31 1.11 -1.14
H 0.59 1.33 1.04
H -0.47 -2.88 0.51
H -1.14 0.88 1.04

=====

No. 7
53
Properties=species:S:1:pos:R:3 method="wB97M-V/def2-TZVPD" largest_force_ha_per_bohr=0.01583 lumo_energy_ev=-2.586 relative_energy_kj_mol=57.62 total_energy_ha=-947.97497 smiles=CC[C@H](C)[NH2+]CCOc1ccc(C(C)(C)c2ccccc2)cc1 gap_ev=8.2854 charge=+1
O -1.99 1.65 -1.37
N -4.12 0.29 -0.78
C -0.76 1.47 -0.73
C 5.48 -1.40 -1.94
C 4.64 -1.27 0.31
C -3.87 1.46 0.09
C 4.78 -0.25 -2.26
C -4.45 -1.01 -0.10
C 3.93 -0.12 -0.01
C 2.81 -0.16 2.29
C 3.91 1.90 1.40
C 4.01 0.38 -1.30
C -0.18 0.21 -0.82
C 5.41 -1.90 -0.66
C -5.20 -1.88 -1.09
C 1.76 0.98 0.39
C 1.17 2.24 0.47
C 1.06 -0.02 -0.27
C -2.98 2.42 -0.73
C -3.17 -1.67 0.41
C -3.45 -2.74 1.46
C 3.10 0.65 1.01
C -0.08 2.49 -0.09
H 2.12 0.40 2.92
H -4.05 -3.55 1.05
H -4.81 1.94 0.39
H -2.64 -2.12 -0.43
H 3.72 -0.33 2.85
H 6.08 -1.90 -2.69
H -0.70 -0.57 -1.36
H -4.59 -2.09 -1.96
H 2.35 -1.11 2.05
H -2.51 -3.16 1.81
H -2.51 -0.92 0.85
H -3.56 2.91 -1.52
H 4.84 0.16 -3.26
H -2.56 3.19 -0.08
H 1.50 -1.00 -0.36
H -4.85 0.50 -1.46
H 5.95 -2.80 -0.39
H -3.34 1.13 0.98
H 4.03 2.56 0.56
H 4.90 1.59 1.73
H -3.97 -2.31 2.31
H 3.47 1.28 -1.56
H -6.13 -1.41 -1.40
H 4.60 -1.69 1.30
H -3.21 0.21 -1.31
H -5.10 -0.77 0.75
H 1.68 3.05 0.96
H -5.46 -2.83 -0.62
H 3.43 2.43 2.22
H -0.48 3.49 -0.03

=====

No. 8
43
Properties=species:S:1:pos:R:3 method="wB97M-V/def2-TZVPD" largest_force_ha_per_bohr=0.20400 lumo_energy_ev="-9.657 / -9.636" total_energy_ha=-3701.79505 spin_multiplicity=2 gap_ev="4.2126 / 4.2469" charge=+2
Yb 0.00 0.00 -0.44
Cl 1.91 0.34 1.23
Cl 1.61 -0.14 -2.22
S 0.00 0.00 1.56
P 0.29 -2.34 -0.32
P 0.08 2.37 -0.55
O -2.68 -0.59 -1.35
N -0.84 0.89 3.89
N 0.81 -0.92 3.90
C 1.71 3.05 -0.12
C 0.05 -3.21 -1.91
C -0.36 3.16 -2.14
C -1.58 -0.24 -1.74
C -1.06 3.15 0.65
C -1.38 -0.01 -3.24
C 0.00 0.00 3.18
C 1.95 -2.83 0.23
C -0.86 -3.18 0.83
H -1.38 2.87 -2.42
H 0.72 -2.76 -2.65
H -0.72 -4.26 0.79
H -1.89 -2.93 0.55
H 1.41 -1.60 3.41
H -0.67 -2.82 1.84
H -2.35 0.16 -3.71
H -0.69 0.81 -3.44
H 2.06 -2.58 1.29
H -0.86 0.88 4.92
H -1.03 4.24 0.56
H -2.09 2.80 0.46
H 0.79 -0.94 4.93
H -0.76 2.84 1.65
H 0.27 -4.27 -1.80
H 1.80 4.08 -0.50
H 2.49 2.42 -0.55
H -0.30 4.25 -2.06
H -0.99 -3.08 -2.24
H 2.68 -2.24 -0.33
H -0.91 -0.90 -3.66
H 0.32 2.82 -2.92
H 1.81 3.03 0.96
H 2.11 -3.90 0.05
H -1.47 1.54 3.39

=====

No. 9
51
Properties=species:S:1:pos:R:3 method="wB97M-V/def2-TZVPD" largest_force_ha_per_bohr=0.05686 lumo_energy_ev="-1.986 / -4.291" total_energy_ha=-3172.56742 spin_multiplicity=6 gap_ev="8.2419 / 5.9408" charge=+1
Fe -0.02 -0.03 0.41
P -0.22 -2.22 0.65
P -2.16 0.45 0.86
P 1.17 0.35 2.25
O 1.24 -2.84 1.11
O -0.55 -3.07 -0.64
O -0.22 2.55 0.86
O -1.19 -2.73 1.87
N 1.80 0.20 -0.52
N -0.50 0.33 -1.42
C -0.93 -3.90 2.69
C -0.04 3.68 0.45
C 1.84 0.33 -1.97
C -2.71 1.10 -0.80
C 1.20 4.11 -0.27
C -1.63 1.07 -1.91
C 2.77 0.69 1.56
C 0.42 0.02 -2.44
C 2.87 0.56 0.18
C -1.77 -3.75 -1.04
C 2.21 -3.22 0.11
C -1.26 4.53 0.32
H 1.83 -4.06 -0.48
H 0.88 1.51 3.01
H 0.97 4.77 -1.11
H 3.63 0.91 2.18
H -1.51 -4.81 -1.01
H 3.14 -3.51 0.63
H 3.83 0.76 -0.33
H -2.07 3.91 -0.13
H -1.99 -3.44 -2.07
H 1.72 3.24 -0.72
H -1.88 -4.13 3.16
H -2.61 -3.51 -0.37
H -0.18 -3.69 3.46
H 0.30 -1.06 -2.67
H -0.60 -4.75 2.09
H -3.27 2.04 -0.64
H -1.53 4.89 1.33
H -3.22 -0.46 1.21
H -2.52 1.55 1.68
H 0.20 0.60 -3.35
H 2.56 -0.36 -2.43
H 2.44 -2.42 -0.61
H 1.87 4.61 0.45
H 1.48 -0.60 3.26
H -1.05 5.35 -0.38
H -1.31 2.08 -2.18
H -2.08 0.66 -2.90
H 2.05 1.38 -2.26
H -3.40 0.34 -1.16

=====

No. 10
5
Properties=species:S:1:pos:R:3 method="wB97M-V/def2-TZVPD" largest_force_ha_per_bohr=0.01361 lumo_energy_ev=-2.219 relative_energy_kj_mol=199.26 total_energy_ha=-872.70751 smiles="O=S.S" gap_ev=6.4312
S -1.90 -0.49 0.03
S 2.41 -0.01 -0.08
O -1.75 0.99 -0.04
H 3.43 -0.81 0.35
H 2.50 0.93 0.85

=====

No. 11
22
Properties=species:S:1:pos:R:3 method="wB97M-V/def2-TZVPD" largest_force_ha_per_bohr=0.07458 lumo_energy_ev="-0.831 / 0.024" total_energy_ha=-1394.21037 gap_ev="6.9025 / 8.4926"
S -3.15 0.06 -1.30
S 0.39 2.09 -1.11
F -0.49 3.28 1.03
F -1.48 3.84 -0.86
N -4.20 -0.28 1.03
N -3.30 0.66 1.14
N -5.13 -1.68 -0.62
C 2.57 0.71 -0.31
C 1.22 1.12 0.24
C -4.26 -0.70 -0.22
C -2.69 0.99 0.12
C -0.78 2.93 -0.22
C 0.27 0.02 0.85
H 3.23 1.41 0.13
H 0.11 -0.69 0.01
H 0.69 -0.44 1.69
H 2.54 0.83 -1.39
H 1.23 1.70 1.13
H 3.00 -0.27 -0.16
H -5.35 -2.38 0.04
H -0.72 0.35 1.14
H -5.32 -1.66 -1.58

=====

No. 12
10
Properties=species:S:1:pos:R:3 method="wB97M-V/def2-TZVPD" largest_force_ha_per_bohr=0.09157 lumo_energy_ev=-0.253 relative_energy_kj_mol=484.18 total_energy_ha=-1021.44323 gap_ev=8.6684
S 2.26 -0.19 0.18
S -1.93 -1.25 0.00
O -1.65 1.52 0.18
N -0.44 0.98 -0.44
N 0.84 -0.98 -0.07
C -0.46 -0.39 -0.20
H 0.30 1.62 -0.08
H -2.16 0.69 1.37
H 2.44 0.03 -1.10
H 0.81 -2.02 0.17